Here is a molecular structure, C30H46F3Sn at a distorted geometry from the OMol25 dataset. Energies are from wB97M-V/def2-TZVPD.

Geometry as XYZ:
```
80
Properties=species:S:1:pos:R:3:forces:R:3:mulliken_charge:R:1
Sn -1.38306 2.12876 0.63736 0.122 -0.054 0.111 0.457
F 4.34572 -3.43467 3.91779 -0.076 0.437 1.170 -0.283
F 2.32005 -3.94952 4.64278 0.484 0.585 0.881 -0.286
F 2.79233 -1.86493 4.05773 0.418 0.053 1.289 -0.237
C -3.48467 2.33946 1.09231 0.145 -0.107 0.201 -1.336
C -4.97575 3.89723 -0.29032 0.081 -0.104 0.147 -0.395
C 4.30345 -3.51085 -3.96989 0.035 -0.061 -0.235 -0.660
C 0.85579 3.42598 3.77947 -0.111 0.238 0.174 -0.763
C 1.00507 3.18866 -2.52443 -0.175 -0.030 0.065 -0.422
C -5.71270 4.08282 -1.60856 -0.067 0.086 -0.089 -1.302
C -3.09047 -2.82461 1.14302 -0.067 -0.127 -0.019 -1.349
C 3.02770 -3.16852 3.80150 -1.060 -1.006 -3.659 0.887
C 1.47651 -4.19693 -1.62499 0.066 0.047 0.567 -1.162
C 1.51434 2.09559 3.43691 0.050 -0.078 -0.016 -0.759
C 3.51245 -3.25212 1.35050 0.050 -0.003 0.048 -0.622
C 1.86840 -3.94811 -0.28705 -0.459 -0.288 -1.566 1.227
C 3.70684 -3.80558 -5.18267 0.526 0.166 -0.554 -0.471
C 2.48898 3.03206 -2.81655 0.138 0.022 -0.059 -1.348
C -2.27619 -1.71151 1.78376 0.148 0.138 0.036 -0.366
C -0.31986 3.76599 1.51072 0.010 0.088 -0.320 -1.054
C 1.67956 -4.39355 -4.04840 0.202 0.086 -0.255 -0.847
C -0.68945 0.24858 1.39311 0.201 0.203 0.059 -1.114
C 0.41968 1.97639 -1.79063 0.281 -0.121 -0.142 -0.421
C 2.60366 -3.46045 2.37233 0.552 0.171 1.275 0.237
C 1.32426 -3.90127 2.07492 -0.291 -0.085 -0.139 -0.522
C -0.46291 3.69109 3.03265 -0.087 0.204 0.398 -0.402
C -1.48017 -0.89613 0.75714 -0.048 -0.320 -0.163 -0.263
C 3.15407 -3.49863 0.05622 1.969 0.497 -1.130 -0.594
C -1.06889 2.13391 -1.47916 -0.397 -0.084 -0.024 -1.160
C 3.59702 -3.65152 -2.80708 1.078 0.498 1.847 -0.207
C 2.39547 -4.24795 -5.20939 -0.205 -0.086 0.049 -0.395
C -4.29826 2.52574 -0.19096 -0.208 -0.047 -0.245 -0.231
C 0.96013 -4.14827 0.77437 0.015 0.149 0.630 -1.007
C 2.25696 -4.08055 -2.80179 -0.460 -0.022 0.776 1.137
H -3.62784 3.18319 1.77342 0.014 -0.018 -0.011 0.578
H -0.80770 0.24183 2.47940 0.061 -0.015 -0.025 0.455
H 0.62637 -4.05072 2.88361 -0.211 -0.108 0.084 0.413
H 3.05977 2.90925 -1.89298 -0.028 -0.005 -0.003 0.299
H -5.02546 4.01754 -2.45574 0.013 -0.007 0.038 0.301
H 0.66011 -4.73913 -4.07929 -0.268 -0.079 0.021 0.341
H 0.87223 1.25200 3.69695 -0.027 0.039 -0.024 0.168
H -0.81144 -1.56781 0.19755 -0.089 0.092 0.217 0.277
H 5.32578 -3.17536 -3.93958 0.298 0.107 -0.010 0.414
H -2.93430 -1.03892 2.35168 -0.004 -0.005 -0.119 0.341
H 0.38249 0.17987 1.18912 -0.088 -0.105 0.073 0.522
H -2.16956 -0.49614 -0.00023 -0.166 -0.224 0.033 0.287
H -6.21913 5.04981 -1.66938 0.045 -0.044 0.041 0.377
H 0.45647 -4.51151 -1.76505 -0.339 -0.159 -0.047 0.148
H 0.98060 1.80932 -0.85988 0.192 0.078 -0.184 0.103
H 4.05393 -3.41165 -1.73437 -0.103 -0.689 -6.738 0.161
H 1.93261 -4.47947 -6.15281 -0.145 -0.082 -0.295 0.360
H -1.67039 1.32355 -1.90047 0.084 0.072 -0.094 0.428
H 2.90053 3.89534 -3.34653 -0.065 -0.024 0.035 0.379
H -3.65117 -3.40484 1.88096 0.049 0.058 -0.003 0.385
H 3.90863 -3.36486 -0.84882 -2.191 0.040 6.316 -0.257
H 1.55002 4.25123 3.56980 -0.072 -0.094 -0.086 0.290
H 4.25905 -3.68653 -6.10235 0.088 0.002 -0.156 0.350
H -3.78224 1.44337 1.64491 -0.031 0.072 -0.074 0.389
H -1.45907 3.06811 -1.89209 -0.020 -0.025 -0.051 0.607
H -1.58230 -2.12437 2.52942 -0.013 0.008 -0.213 0.251
H 0.59727 1.06921 -2.38809 -0.045 0.228 0.085 0.460
H 1.73812 2.01991 2.37099 -0.013 -0.015 0.006 0.167
H -1.18716 2.90490 3.28977 0.129 0.018 0.258 0.253
H -4.22448 4.68885 -0.15936 -0.019 -0.128 -0.088 0.267
H 0.72648 3.76674 1.19569 -0.019 0.008 0.013 0.443
H 0.82665 4.09597 -1.93029 0.055 -0.121 0.033 0.269
H -0.77861 4.66509 1.08850 0.112 0.054 0.160 0.471
H -3.81012 -2.42184 0.42607 0.001 0.031 -0.003 0.329
H 0.44620 3.34625 -3.45766 0.086 -0.116 0.088 0.352
H 2.45548 1.95291 3.97465 -0.070 0.098 -0.025 0.407
H -0.91855 4.62114 3.40931 0.220 -0.193 -0.010 0.321
H -0.02768 -4.51108 0.55454 -0.323 -0.102 -0.094 0.403
H -5.66708 4.01676 0.55561 0.046 -0.070 -0.130 0.337
H 0.67692 3.47199 4.86376 -0.057 -0.050 -0.184 0.383
H -2.44570 -3.51875 0.59895 0.027 0.044 0.027 0.213
H -5.06001 1.73769 -0.28541 0.029 0.185 0.079 0.370
H -6.46849 3.30599 -1.74623 0.005 -0.002 0.026 0.307
H -3.64990 2.38386 -1.06557 -0.235 0.144 -0.038 0.120
H 2.67478 2.14850 -3.43178 -0.021 0.012 0.028 0.334
H 4.50188 -2.90375 1.59656 0.250 0.045 -0.061 0.463
```
Positions in Å, forces in eV/Å.

As for the LUMO energy: 2.259 eV. As for the net charge: -1. The value obtained for the orbital gap is 4.460 eV. The energy relative to the best compared isomer or geometry (same formula, charge and spin) comes out at 24.48 kcal/mol. The spin multiplicity is 1. Its total energy is -1684.5444 a.u.